Entry from the OMol25 dataset: a structure of composition C2H18BO7Zr in a non-equilibrium geometry (wB97M-V/def2-TZVPD).

ORCA input file:
```
! wB97M-V def2-TZVPD RIJCOSX def2/J DEFGRID3
* xyz 1 1
Zr -0.058 -0.144 0.116
B -1.183 -2.181 -0.301
H -2.074 -2.155 0.432
H -1.158 -1.339 -1.067
H -0.204 -2.126 0.278
H -1.120 -3.203 -0.836
O 1.800 1.191 -0.029
C 1.836 1.829 -1.300
C 0.483 2.001 -2.028
O -0.426 0.935 -1.790
H 2.500 1.183 -1.902
H 2.428 2.751 -1.282
H 0.697 2.166 -3.084
H -0.010 2.897 -1.637
O 1.424 -1.089 1.526
H 1.457 -2.050 1.645
H 2.180 -0.734 2.020
O -0.287 1.611 1.646
H 0.444 2.113 2.040
H -1.100 2.062 1.916
O -2.377 0.349 0.224
H -2.997 0.182 0.944
H -2.887 0.797 -0.472
O 1.314 -1.260 -1.249
H 1.010 -1.726 -2.044
H 2.280 -1.227 -1.307
O -1.095 -0.830 2.219
H -1.469 -0.272 2.914
H -1.406 -1.728 2.409
*
```

Energy above the lowest of the compared OMol25 structures with the same formula, charge and spin = 0.606 eV
Maximum force = 5.03 eV/A
Kohn-Sham gap = 8.138 eV